Record 1
Computed, not measured: a molecular structure, C47H49N12O3RuSSe, with the ωB97M-V functional and the def2-TZVPD basis.

Last column: Löwdin spin population.
Positions of all 114 atoms, in Å:
Ru 0.82888 -0.85791 0.20747  0.7478
Se -0.57654 -1.30332 2.00013  0.0786
S 3.87115 -0.30945 1.60183  0.0090
O -0.70529 5.59773 -2.35067  0.0000
O 4.58473 -1.14811 2.51333  0.0062
O 3.32474 0.93144 2.06720  0.0011
N 1.58752 -2.80157 -0.07250  0.0018
N 2.28051 2.84806 -0.57226  -0.0001
N -1.37711 -3.73356 3.20745  0.0061
N -1.78615 -3.83152 1.06173  0.0059
N 2.58904 -1.17691 1.01477  0.0818
N -0.75475 -0.29946 -1.14342  0.0131
N -1.79410 0.33044 -3.01717  -0.0009
N 1.92540 3.15778 0.69046  -0.0003
N -0.17042 7.48268 -3.33500  0.0000
N -1.24501 6.91796 -4.01618  0.0000
N -2.41016 0.84724 -1.93605  0.0040
N 0.96081 1.26106 0.29246  -0.0044
C -2.60132 -0.41718 5.05486  -0.0005
C -4.52330 2.89704 -4.04879  0.0001
C 6.07433 0.68040 0.45797  0.0005
C 4.88573 0.00659 0.19782  0.0016
C 3.47286 -4.74242 0.34594  -0.0005
C 3.69735 -3.46899 0.85400  0.0066
C -1.52364 5.82023 -3.40739  0.0000
C -3.58224 2.73161 -3.04546  0.0002
C -1.12857 -3.23749 4.57112  0.0020
C -2.54908 4.81461 -3.67197  0.0000
C 3.26453 7.57000 -0.55118  0.0000
C -4.86197 -1.55938 -1.78466  0.0001
C 4.55508 -0.36601 -1.09713  0.0006
C 2.31223 -5.03364 -0.36066  0.0061
C 2.43382 4.37895 1.33250  0.0000
C -2.11871 -5.07909 1.58856  0.0019
C 6.91725 0.99525 -0.59269  0.0001
C -3.22164 -1.77233 4.72913  0.0001
C -2.56349 -7.25057 3.19306  0.0016
C -2.43443 -2.94781 5.30433  0.0003
C -1.87504 -5.01058 2.95217  0.0013
C 1.19373 6.70479 -1.38619  0.0000
C 2.33723 5.56427 0.40270  0.0000
C -2.60074 -6.23575 0.98326  0.0005
C -3.49408 4.98433 -4.68162  0.0001
C -4.32692 -2.04460 -0.44103  0.0006
C -2.59256 3.68509 -2.86853  0.0001
C -3.65104 -3.42711 -0.54506  0.0001
C 1.38218 -4.03129 -0.54529  0.0002
C 0.11618 6.67735 -2.37314  0.0000
C 1.67667 1.71519 -0.78680  0.0011
C 7.51059 1.00514 -3.04323  0.0000
C -2.13657 -3.42121 -0.30254  -0.0002
C -4.47063 4.02089 -4.86828  0.0000
C -1.33779 -3.05436 2.05206  0.0076
C -2.09045 -6.10098 3.79016  0.0007
C -0.81279 -0.36525 -2.50824  0.0035
C 2.71836 -2.52315 0.61786  0.0012
C 1.16943 2.20318 1.20755  -0.0008
C -3.66903 1.60203 -2.05577  0.0004
C 1.24856 5.68532 -0.44499  0.0000
C -2.81561 -7.31703 1.81196  0.0021
C 6.60176 0.64259 -1.90367  0.0000
C 2.20134 7.66361 -1.43314  0.0000
C -1.78796 0.47639 -0.82669  0.0055
C 3.34948 6.51067 0.34593  0.0000
C 5.41374 -0.04787 -2.13626  0.0000
H -5.14264 -2.08727 0.28202  0.0000
H -1.89325 -6.05930 4.85252  0.0000
H -3.18584 -8.24129 1.39024  0.0001
H -1.64094 -4.11594 -0.98003  0.0001
H -1.58865 -0.31679 4.65631  -0.0006
H 3.64428 -0.91279 -1.30809  0.0002
H -3.19909 0.39719 4.64454  0.0001
H 2.13349 -6.01902 -0.76498  0.0003
H 2.15282 8.45437 -2.16984  0.0000
H -4.46176 0.89553 -2.29974  0.0001
H 0.78830 2.21133 2.21481  0.0000
H 6.33880 0.95223 1.47243  0.0001
H 8.49970 1.28747 -2.68832  0.0000
H -4.06787 -1.51361 -2.53544  0.0000
H -4.11787 -4.12677 0.14979  0.0000
H -3.33265 -1.89273 3.64399  0.0003
H -1.86236 3.56899 -2.07624  0.0000
H -0.54925 -4.00626 5.08157  0.0002
H 1.84186 4.51480 2.23831  0.0000
H -4.23557 -1.80694 5.12965  0.0000
H -2.74321 -8.12619 3.80137  0.0000
H 4.21329 6.42335 0.99445  0.0000
H -5.30265 2.15864 -4.19420  0.0000
H -1.71245 -2.43103 -0.45447  -0.0004
H 4.05449 8.30787 -0.58370  0.0000
H -3.45672 5.86931 -5.30291  0.0000
H -0.49696 -2.35396 4.50296  0.0020
H -2.79757 -6.29296 -0.07868  0.0000
H -2.08753 0.76288 0.16755  0.0011
H -2.54508 -0.27124 6.13460  0.0000
H 7.61831 0.17403 -3.73994  0.0000
H 0.47561 -4.19089 -1.11181  0.0000
H -5.63117 -2.23694 -2.15723  0.0000
H -3.04723 -3.85183 5.30560  0.0001
H 4.58180 -3.22018 1.41882  0.0002
H -0.11663 -0.92371 -3.11368  0.0002
H -2.18218 -2.74495 6.34800  0.0001
H 1.73826 1.20396 -1.73606  0.0008
H 3.46612 4.19326 1.62627  0.0000
H 4.21283 -5.51502 0.50913  -0.0002
H -3.61065 -1.32100 -0.04190  0.0008
H 5.16068 -0.34591 -3.14673  0.0000
H -5.31098 -0.56679 -1.71349  0.0000
H 0.45761 4.94790 -0.42352  0.0000
H -5.20685 4.14855 -5.65015  0.0000
H 7.10142 1.84988 -3.60054  0.0000
H 7.84337 1.51794 -0.38995  0.0000
H -3.82553 -3.84572 -1.53820  0.0000
H -3.86791 2.00346 -1.06124  0.0000

2S+1 = 2
Expectation value of S² = 0.757
Total energy = -152309.679 eV
Energy above the lowest of the compared OMol25 structures with the same formula, charge and spin = 19.6 kcal per mole
Total charge = +2
Gap between HOMO and LUMO (alpha / beta) = 5.620 / 5.363 eV

***

Record 2
Computed, not measured: a molecular structure, C47H49N12O3RuSSe, with the ωB97M-V functional and the def2-TZVPD basis.

Last column: Löwdin spin population.
Positions of all 114 atoms, in Å:
Ru 0.19555 -0.74256 -0.23395  3.6949
Se 0.41610 -3.17084 -0.76279  0.3738
S 0.61454 -2.08706 2.99194  0.0223
O 0.47857 -3.31625 2.26417  0.0100
O -0.23976 -1.82486 4.11230  0.0193
O 0.37174 5.62855 -0.02956  0.0000
N 0.39122 -0.88783 1.87198  0.2356
N -1.77897 -2.43705 -2.51589  0.0289
N 3.43905 1.69892 -1.70775  0.0089
N -3.58292 1.14664 0.10984  0.0036
N -2.44790 -3.24029 -0.58581  0.0238
N -1.71309 0.27383 -0.75529  0.0936
N -3.14373 1.89658 -0.92043  0.0102
N 1.97672 0.15032 -1.29011  0.0994
N 4.10229 0.77822 -0.98073  0.0046
N -0.15108 7.15268 1.47205  0.0000
N 1.23870 7.08602 1.37638  0.0000
N 0.47357 1.21967 1.16066  0.0929
C 5.15216 5.41199 0.48665  0.0000
C 4.61461 -2.16743 2.97354  0.0000
C 2.17934 1.33286 -1.86769  0.0143
C -1.37575 -2.94116 -1.33806  0.0429
C 0.34730 2.38578 3.63790  0.0022
C 1.49700 6.18195 0.50438  0.0000
C -3.59114 -2.89845 -1.29716  0.0105
C 4.06534 4.01216 -1.14069  0.0004
C -0.95314 -2.11245 -3.68065  0.0057
C 3.29049 -2.33327 2.61409  0.0031
C -3.01107 6.44431 1.20350  0.0002
C 0.41475 0.45987 2.25893  0.0174
C -1.99223 5.84054 0.46743  0.0000
C -5.40737 -2.00489 -3.14072  0.0082
C -2.70861 0.18153 0.18401  0.0147
C 2.85749 4.63079 -0.85061  0.0002
C 5.21329 4.39998 -0.46550  0.0003
C 2.28963 -1.90780 3.48044  0.0056
C 2.78912 5.61598 0.12231  0.0000
C -3.86240 3.10478 -1.34825  0.0011
C -5.83464 -2.52188 -1.90333  0.0094
C -2.28047 4.77181 -0.36755  0.0002
C -2.85862 -5.37683 0.58667  0.0009
C -4.58580 4.87157 0.29061  0.0002
C 0.44699 2.54907 1.27065  0.0140
C 4.09938 2.92413 -2.17800  0.0011
C -1.78007 -6.24555 -0.05601  0.0014
C 6.39465 -1.42865 4.59819  0.0005
C 0.34562 1.00894 3.53610  0.0132
C -2.03161 1.38510 -1.41743  0.0172
C -4.94093 -2.97733 -0.95920  0.0021
C -2.46171 -3.91164 0.72822  0.0049
C -3.57473 4.27791 -0.45014  0.0005
C -0.47230 -4.53231 -4.35713  0.0014
C 0.39731 3.18043 2.49560  0.0135
C 3.94609 6.01694 0.78848  0.0002
C 2.60561 -1.33991 4.70575  0.0026
C -0.61097 6.28245 0.64961  0.0000
C 3.20229 -0.13919 -0.75188  0.0140
C -0.58204 -6.48681 0.85443  0.0028
C -4.30280 5.96287 1.10544  0.0000
C -4.07248 -1.92730 -3.47432  0.0034
C 4.95825 -1.58540 4.19444  0.0026
C 1.04943 -4.52578 -4.28015  0.0066
C -3.16738 -2.39045 -2.51976  0.0093
C -1.05987 -3.18265 -4.76391  0.0010
C 3.93784 -1.18235 5.05131  0.0001
H 3.41730 -1.03600 -0.19440  0.0019
H 3.02708 -2.82597 1.68496  0.0004
H -3.75252 -1.53655 -4.42946  0.0000
H -1.50807 1.80198 -2.26061  0.0006
H 7.06604 -1.58940 3.75709  0.0000
H 6.15811 3.91960 -0.68409  0.0000
H -2.22578 -7.20243 -0.33142  0.0001
H 0.25334 0.38006 4.40517  0.0010
H 4.18981 -0.74909 6.01048  0.0000
H 1.43494 -5.52023 -4.06350  0.0000
H 0.07590 -1.99591 -3.33275  0.0039
H -5.27292 -3.37566 -0.01187  -0.0001
H 1.46262 1.90089 -2.43575  0.0003
H 1.81972 -1.05599 5.39012  0.0003
H -0.53622 -2.80499 -5.64529  0.0001
H 0.10858 -7.20021 0.40663  0.0001
H 3.88331 6.79281 1.53834  0.0000
H -1.45598 -5.79223 -1.00163  0.0012
H -0.02522 -5.57393 1.06705  0.0024
H -3.08300 -5.74894 1.58862  0.0001
H -2.10780 -3.29373 -5.04963  0.0001
H -4.92017 2.85302 -1.36080  0.0002
H -6.89360 -2.56640 -1.69289  0.0004
H 5.11534 2.64417 -2.44733  0.0001
H -3.78803 -5.44128 0.01531  0.0000
H 0.48870 3.11404 0.34795  0.0007
H 5.39857 -2.51099 2.31092  0.0000
H 0.29556 2.84628 4.61504  -0.0001
H -0.79018 -5.27687 -5.08757  0.0000
H -3.53900 3.29865 -2.37228  0.0000
H 3.57057 3.22598 -3.08305  0.0001
H 6.05100 5.72122 1.00064  0.0000
H 0.39239 4.25663 2.56968  0.0011
H 6.65205 -2.15006 5.37455  0.0002
H -2.77496 7.27829 1.84948  0.0000
H -1.30091 -1.14383 -4.04656  0.0004
H -2.76486 -0.60169 0.92292  0.0010
H -1.48538 4.32277 -0.95034  0.0000
H -0.90348 -4.85618 -3.40316  0.0009
H -1.47359 -3.79133 1.17035  0.0030
H 1.95886 4.35163 -1.38784  0.0000
H 6.57916 -0.43468 5.00444  0.0001
H -3.17318 -3.36262 1.34813  0.0005
H 1.48049 -4.20440 -5.22904  0.0003
H 1.42488 -3.85802 -3.50204  0.0068
H -5.59632 4.48933 0.23241  0.0000
H -6.14949 -1.66735 -3.84995  0.0003
H -5.09499 6.42902 1.67421  0.0000
H -0.90513 -6.89833 1.81121  0.0001

2S+1 = 6
Expectation value of S² = 8.769
Total energy = -152308.286 eV
Energy above the lowest of the compared OMol25 structures with the same formula, charge and spin = 8.4 kcal per mole
Total charge = +2
Gap between HOMO and LUMO (alpha / beta) = 8.317 / 5.573 eV